Formula: C28H78N6O10
Source: OMol25
Level of theory: ωB97M-V with the def2-TZVPD basis set

As for the structure (SMILES): COC[C@H](C)N.COC[C@H](C)N.COC[C@H](C)N.COC[C@H](C)N.COC[C@H](C)N.COC[C@H](C)N.OCCO.OCCO. The total charge is 0. The max |F| is 2.65 eV Å⁻¹. Its LUMO energy is 0.486 eV. The orbital gap is 9.242 eV. The calculation puts the HOMO energy at -8.8 eV. The value obtained for the energy above the lowest of the compared OMol25 structures with the same formula, charge and spin is 6.274 eV. The calculation puts the total energy at -59710.5619 eV.

Geometry (Å):
1 C -1.504 -4.145 1.156
2 C -1.367 -4.465 2.639
3 C -0.983 -3.240 3.488
4 O 0.346 -2.893 3.146
5 C 0.879 -1.846 3.957
6 N -2.623 -4.982 3.202
7 H -2.483 -3.670 1.043
8 H -1.441 -5.000 0.485
9 H -0.774 -3.416 0.820
10 H -0.569 -5.204 2.786
11 H -1.119 -3.482 4.547
12 H -1.634 -2.398 3.218
13 H 1.878 -1.834 3.514
14 H 0.824 -1.943 5.042
15 H 0.426 -0.899 3.642
16 H -2.442 -5.324 4.134
17 H -3.057 -5.648 2.583
18 C -0.854 5.014 -4.052
19 C 0.551 5.202 -3.474
20 C 1.600 4.942 -4.563
21 O 1.419 3.659 -5.152
22 C 2.612 3.141 -5.681
23 N 0.710 6.579 -2.981
24 H -1.619 5.474 -3.422
25 H -1.145 3.977 -4.212
26 H -0.934 5.495 -5.031
27 H 0.753 4.392 -2.770
28 H 2.503 4.841 -3.945
29 H 1.656 5.716 -5.332
30 H 3.429 3.090 -4.954
31 H 3.036 3.544 -6.607
32 H 2.353 2.112 -5.944
33 H 0.066 7.169 -3.501
34 H 1.611 6.933 -3.295
35 C 2.892 3.265 -0.687
36 C 3.946 2.581 0.152
37 C 4.160 1.083 0.009
38 O 5.126 0.619 0.946
39 C 4.624 0.519 2.266
40 N 5.241 3.254 -0.039
41 H 3.117 3.242 -1.760
42 H 2.821 4.345 -0.539
43 H 1.881 2.870 -0.564
44 H 3.631 2.728 1.199
45 H 4.583 0.994 -0.998
46 H 3.308 0.403 0.084
47 H 4.318 1.448 2.741
48 H 5.428 0.040 2.822
49 H 3.775 -0.177 2.318
50 H 5.227 4.172 0.401
51 H 5.831 2.765 0.641
52 C 2.215 1.255 6.724
53 C 2.640 1.320 5.229
54 C 1.860 2.264 4.369
55 O 0.605 1.676 4.134
56 C -0.301 2.500 3.445
57 N 4.103 1.646 5.238
58 H 1.216 0.828 6.824
59 H 2.211 2.295 7.052
60 H 2.902 0.636 7.296
61 H 2.566 0.334 4.767
62 H 2.369 2.351 3.395
63 H 1.846 3.306 4.717
64 H -1.168 1.848 3.341
65 H 0.026 2.820 2.447
66 H -0.606 3.445 3.910
67 H 4.363 1.086 6.046
68 H 4.391 2.561 5.577
69 C -0.653 -0.162 0.537
70 C -1.186 -0.300 -0.864
71 C -0.342 0.429 -1.921
72 O 0.991 -0.019 -1.867
73 C 1.729 0.358 -2.995
74 N -1.393 -1.721 -1.198
75 H -1.007 0.760 1.006
76 H 0.427 -0.266 0.645
77 H -1.096 -0.934 1.171
78 H -2.206 0.098 -0.830
79 H -0.313 1.486 -1.609
80 H -0.806 0.344 -2.909
81 H 1.630 1.417 -3.282
82 H 1.500 -0.166 -3.929
83 H 2.785 0.343 -2.718
84 H -2.045 -1.833 -1.978
85 H -0.483 -2.104 -1.425
86 C -5.739 -2.842 -0.326
87 C -5.291 -1.547 0.355
88 C -5.462 -0.278 -0.502
89 O -6.846 -0.023 -0.671
90 C -7.120 1.240 -1.222
91 N -6.169 -1.448 1.522
92 H -5.506 -3.805 0.114
93 H -5.378 -2.797 -1.363
94 H -6.810 -2.786 -0.546
95 H -4.255 -1.643 0.688
96 H -4.931 -0.350 -1.457
97 H -5.085 0.568 0.087
98 H -6.446 2.000 -0.804
99 H -8.142 1.532 -0.998
100 H -6.917 1.320 -2.295
101 H -6.261 -0.501 1.890
102 H -7.128 -1.549 1.202
103 C 1.857 -2.791 -0.060
104 C 2.035 -4.251 0.312
105 O 1.137 -4.958 -0.549
106 O 2.249 -2.592 -1.450
107 H 2.341 -2.113 0.652
108 H 0.813 -2.495 -0.093
109 H 1.685 -4.387 1.336
110 H 3.097 -4.510 0.266
111 H 1.389 -4.571 -1.399
112 H 1.898 -1.713 -1.676
113 C -2.457 -3.725 -3.277
114 C -1.187 -4.226 -3.986
115 O -0.081 -3.396 -3.687
116 O -2.685 -2.390 -3.695
117 H -2.545 -4.000 -2.224
118 H -3.199 -4.390 -3.740
119 H -1.385 -4.323 -5.055
120 H -1.102 -5.243 -3.579
121 H 0.693 -3.962 -3.639
122 H -1.847 -1.992 -3.955

Löwdin atomic charge list, values in e, 8 entries:
1. C -0.06
2. C -0.43
3. C -0.21
4. O -0.21
5. C -0.09
6. N 0.03
7. H 0.07
8. H 0.08